Record 1
12
Properties=species:S:1:pos:R:3:forces:R:3 method="wB97M-V/def2-TZVPD" charge=0 gap_ha=0.3384 lumo_ev=0.630 smiles="CN=C=CF.C#N" de_lowest_kcal_mol=95.80
F 1.316 1.379 0.255 -0.002 0.292 1.270
N 3.899 -1.194 -0.404 0.082 0.213 0.236
N -1.390 -0.592 -0.072 2.117 -1.301 -0.490
C 0.425 1.022 -0.733 0.949 -0.466 1.503
C -2.747 -0.478 0.238 -2.801 -0.132 1.811
C -0.456 0.095 -0.412 -1.880 0.512 -0.007
C 3.782 -0.390 0.405 0.076 -1.309 -1.333
H 3.607 0.336 1.118 -0.192 1.096 1.067
H -3.372 -1.256 -0.430 1.308 2.276 1.255
H -3.044 0.642 0.251 -0.209 -1.877 -0.483
H 0.968 1.300 -1.572 -0.385 -0.081 -2.304
H -2.989 -0.864 1.357 0.938 0.777 -2.525

***

Record 2
17
Properties=species:S:1:pos:R:3:forces:R:3 method="wB97M-V/def2-TZVPD" charge=+1 gap_ha="0.3309 / 0.3308" lumo_ev="-3.905 / -3.906" smiles="C[C@@H]1SC(F)=C[N@H+]1C" de_lowest_kcal_mol=0.00
S 2.196 0.959 0.739 -0.486 -0.105 -0.246
F 3.741 -0.796 -0.573 0.138 0.102 -0.129
N 0.091 -0.434 -0.091 -0.264 -3.472 -0.555
C 1.193 -0.984 -0.897 6.967 5.459 4.395
C 0.341 0.923 0.266 0.365 2.336 2.101
C 2.557 -0.381 -0.324 -7.696 -1.920 -2.002
C -0.030 1.851 -0.896 2.827 1.101 -1.235
C -0.124 -1.380 1.148 -1.395 1.868 -1.838
H -0.300 1.100 1.224 1.488 0.140 -1.621
H -0.775 -0.860 1.824 -0.716 0.049 0.238
H -0.755 -0.494 -0.702 0.477 0.237 0.718
H -1.077 2.097 -0.812 -0.235 0.323 -0.222
H 0.796 -1.473 1.623 1.640 -0.649 0.456
H 0.687 2.852 -1.049 -2.135 -2.712 0.863
H 0.191 1.230 -1.815 -0.469 0.937 0.660
H -0.579 -2.232 0.691 0.036 -0.863 0.334
H 1.135 -1.791 -1.485 -0.542 -2.833 -1.919

***

Record 3
7
Properties=species:S:1:pos:R:3:forces:R:3 method="wB97M-V/def2-TZVPD" charge=0 gap_ha=0.4330 lumo_ev=-0.764 smiles="O=C(F)O[N+](=O)[O-]" de_lowest_kcal_mol=7.53
F -1.107 -0.937 0.588 -1.507 -1.819 0.691
O -1.970 0.722 -0.593 2.843 -0.706 1.870
O 0.098 0.765 0.517 0.455 1.273 -0.101
O 2.218 0.096 0.361 0.188 -0.342 0.684
O 0.699 -0.761 -0.916 0.672 -1.652 -1.293
N 1.137 -0.135 -0.027 0.138 2.025 -0.553
C -1.074 0.249 0.069 -2.789 1.221 -1.298

***

Record 4
109
Properties=species:S:1:pos:R:3:forces:R:3 method="wB97M-V/def2-TZVPD" charge=+1 gap_ha=0.2656 lumo_ev=-3.048 de_lowest_kcal_mol=22.19
Zr -0.002 -1.944 0.732 0.762 0.564 0.603
S 2.300 -1.771 -0.641 -0.034 -0.175 0.016
S -1.136 -3.186 2.757 0.093 -0.093 -0.222
S 1.545 -1.004 2.608 0.079 0.225 0.239
S -0.334 -4.186 -0.519 -0.120 -0.173 -0.079
P -0.351 1.703 0.183 0.040 -0.627 -0.039
O -0.198 0.165 0.409 0.240 0.313 -0.269
O -0.373 0.786 -5.820 -0.131 -0.182 0.093
O -1.922 -1.850 0.337 -1.295 -0.332 -0.975
O -3.631 -2.993 -0.599 -0.278 -0.227 0.228
O -2.433 0.567 -6.420 0.193 -0.115 0.209
N -1.510 0.381 -5.654 -0.135 0.180 -0.003
N 1.649 -3.754 1.548 -0.180 -0.169 0.080
C -4.071 3.294 -1.300 -0.025 -0.019 0.104
C 2.767 -6.256 1.966 0.061 -0.162 0.023
C -2.683 -2.280 -0.712 0.476 0.522 0.498
C 1.548 1.313 -1.774 -0.131 0.173 -0.279
C 1.281 -4.507 2.600 0.012 0.107 0.016
C 3.196 -5.456 0.930 0.184 -0.124 -0.035
C -1.493 -4.968 0.582 -0.003 0.049 0.006
C 0.995 4.073 1.080 -0.120 -0.194 0.144
C -1.796 -0.358 -4.395 0.065 0.222 -0.455
C -2.668 3.455 0.797 -0.158 -0.298 -0.058
C 2.643 2.363 -1.941 -0.155 0.065 -0.046
C 3.286 -0.715 0.398 0.059 0.016 0.041
C -0.221 3.429 3.555 0.116 0.055 -0.080
C 1.628 4.693 2.324 0.009 -0.125 0.063
C 2.942 -0.407 1.723 0.012 0.009 -0.041
C -0.731 -0.775 -3.623 0.092 0.001 -0.061
C 5.273 0.650 0.491 0.014 0.042 0.006
C 0.768 2.553 1.323 -0.048 0.269 0.171
C 4.956 0.963 1.812 -0.009 0.023 0.046
C -1.843 -4.576 1.885 -0.093 -0.050 0.069
C -3.451 1.927 -1.595 0.090 0.135 0.165
C 0.425 2.258 2.816 0.220 0.187 -0.094
C 4.427 -0.181 -0.214 -0.042 -0.059 0.032
C -2.146 -6.095 0.071 -0.019 -0.007 -0.043
C 0.138 1.934 -1.550 0.172 0.158 -0.111
C 0.879 3.350 -3.485 0.030 -0.114 0.005
C 0.645 4.707 3.502 -0.011 -0.051 -0.048
C -3.107 -0.595 -4.048 -0.165 -0.083 0.014
C 2.606 -4.216 0.752 0.083 0.189 -0.117
C -3.365 -1.252 -2.853 -0.165 -0.042 -0.123
C 3.818 0.453 2.408 0.014 0.009 0.049
C 0.294 -3.927 3.569 -0.007 -0.038 -0.088
C -1.010 -1.419 -2.436 0.096 -0.157 0.081
C -3.097 -6.786 0.799 0.011 -0.004 -0.015
C 3.063 -3.393 -0.427 -0.026 -0.041 0.128
C 0.031 3.328 -2.212 0.275 -0.083 0.205
C -2.824 -5.259 2.612 0.088 -0.001 -0.064
C -2.321 -1.649 -2.032 0.183 -0.029 0.007
C -2.095 2.030 0.591 -0.244 0.153 -0.163
C 2.382 3.239 -3.179 -0.059 -0.002 0.018
C 1.796 -5.766 2.823 0.032 -0.126 0.143
C -3.448 -6.370 2.079 0.007 0.014 -0.020
C -3.055 1.206 -0.303 0.036 0.139 0.006
C -3.136 4.173 -0.465 -0.052 -0.240 -0.006
H -3.961 1.028 0.288 0.043 0.003 -0.029
H 2.896 2.816 -4.045 -0.035 0.019 0.008
H 1.197 4.825 4.436 0.008 -0.011 -0.033
H -2.074 1.555 1.579 -0.111 -0.044 0.052
H -2.003 4.090 1.365 0.267 0.123 0.084
H 0.369 4.122 -1.538 -0.041 -0.062 -0.035
H 5.606 1.618 2.381 -0.043 -0.044 -0.028
H -2.279 4.473 -1.059 0.204 0.047 -0.171
H 3.963 -5.791 0.243 -0.038 0.020 0.049
H 4.638 -0.423 -1.251 -0.038 -0.007 0.100
H -1.000 3.544 -2.462 -0.199 0.027 0.003
H 0.065 4.600 0.854 -0.130 -0.041 0.026
H -0.582 1.267 -2.035 -0.035 0.027 -0.088
H -3.636 5.099 -0.173 -0.036 -0.046 -0.017
H 2.522 4.114 2.582 -0.037 0.026 -0.008
H -1.212 3.625 3.150 -0.054 0.021 -0.067
H 6.159 1.057 0.020 -0.071 -0.031 0.044
H 1.709 2.039 1.097 0.107 -0.003 0.024
H 0.752 -3.109 4.123 0.067 0.046 0.080
H 1.971 5.704 2.104 -0.018 0.020 0.003
H -3.544 3.305 1.437 -0.005 0.015 0.018
H 3.184 -7.247 2.110 -0.031 0.078 -0.008
H 0.671 4.256 -4.052 0.018 0.029 -0.009
H -1.902 -6.410 -0.936 -0.015 -0.003 0.037
H 2.899 -3.940 -1.354 -0.086 -0.020 -0.050
H 0.567 2.515 -4.120 0.000 0.020 -0.018
H 1.803 0.631 -0.974 -0.032 0.052 0.117
H -3.092 -4.907 3.602 0.030 0.003 -0.067
H -3.903 -0.266 -4.701 0.003 0.004 0.007
H -4.205 -6.896 2.647 0.047 0.030 -0.038
H 1.363 2.008 3.315 0.027 -0.005 0.011
H 3.586 0.701 3.439 0.028 -0.014 -0.087
H -4.342 3.802 -2.227 0.016 -0.005 0.000
H 2.809 4.233 -3.023 -0.020 -0.036 0.011
H 4.129 -3.188 -0.349 0.120 -0.083 -0.023
H -0.002 5.584 3.419 0.003 -0.038 0.006
H -4.152 1.302 -2.155 0.006 0.075 0.077
H -0.387 3.129 4.590 0.004 0.004 0.019
H 2.689 2.981 -1.044 0.005 0.035 0.090
H 1.500 0.709 -2.687 0.055 0.040 0.079
H -2.629 0.227 -0.513 0.008 0.173 0.069
H -0.163 -1.808 -1.877 -0.152 0.098 0.006
H 1.640 4.229 0.221 0.077 -0.058 -0.090
H -5.004 3.140 -0.743 0.037 0.020 -0.031
H -0.177 1.362 2.914 -0.138 -0.165 -0.036
H 3.615 1.873 -2.009 -0.007 -0.001 -0.036
H 1.438 -6.353 3.660 0.039 0.040 -0.060
H 0.282 -0.598 -3.956 -0.064 -0.041 -0.011
H -4.383 -1.458 -2.543 0.080 0.025 -0.034
H -0.060 -4.676 4.271 -0.010 -0.073 0.035
H -3.583 -7.647 0.356 0.041 0.053 0.024
H -2.576 2.052 -2.243 -0.037 -0.019 0.017